DFT (ωB97M-V/def2-TZVPD) results for a 12-piece molecular cluster, C58H145O34P5 overall.

ORCA input file:
```
! RIJCOSX wB97M-V def2-TZVPD def2/J DEFGRID3
* xyz 0 1
P 2.296 1.053 5.755
P -3.817 -3.890 -1.503
P -3.761 1.878 0.846
P 3.311 -4.211 0.213
P 1.692 0.913 0.116
O 0.498 0.941 -7.008
O 1.237 0.693 4.626
O -4.619 0.710 1.448
O 1.865 0.895 -1.430
O -3.473 -5.273 -1.063
O -4.433 -2.899 -0.470
O 0.687 2.042 0.529
O 4.095 -3.804 -1.130
O 1.110 -5.782 2.845
O 3.865 4.976 -0.556
O 1.431 5.425 4.038
O 0.273 -1.752 -8.421
O 0.780 -2.683 -5.507
O -4.610 3.226 0.865
O 1.679 1.542 7.010
O 3.414 1.967 5.111
O -3.156 -1.966 5.326
O -3.675 1.549 -0.754
O 2.985 -0.450 5.809
O 1.155 7.952 2.447
O 2.989 0.946 0.772
O 4.163 -3.679 1.430
O -4.760 -3.906 -2.767
O -1.417 -6.786 4.101
O 3.595 -5.749 0.148
O 0.895 -0.426 0.387
O 1.859 -3.864 0.232
O -2.976 6.230 -1.837
O 4.303 -2.133 -5.636
O -2.441 4.040 -3.998
O -0.611 -3.281 5.523
O -2.426 2.035 1.496
O -2.517 -3.050 -1.885
O 1.450 5.421 -2.376
C 5.399 -1.720 -1.484
C -0.174 -2.945 -1.913
C 1.108 0.047 -3.531
C -5.279 -3.160 0.631
C 4.560 4.073 0.293
C -0.123 -3.729 -5.521
C 0.687 0.613 -2.201
C 3.791 1.507 3.786
C 3.517 -3.865 2.701
C -4.981 5.368 1.973
C 4.155 -2.406 -1.525
C 0.458 1.794 4.005
C -0.696 -0.716 -8.350
C 1.021 3.441 0.412
C 3.729 -0.690 6.982
C 0.817 -3.165 5.375
C -3.358 4.062 -2.942
C 0.254 2.159 -6.362
C -6.895 0.086 2.145
C -3.881 5.451 -2.558
C 0.641 -1.132 1.662
C 0.257 5.689 4.768
C 4.144 -2.830 3.685
C -1.109 -2.364 6.406
C -4.469 -2.978 1.900
C 2.342 7.181 2.577
C -0.242 4.283 0.663
C -4.015 -2.815 -4.748
C 2.957 -1.978 -5.965
C -3.950 4.380 1.383
C 5.159 -0.912 6.707
C -0.583 0.024 -7.044
C -2.622 -2.397 6.526
C -5.984 0.629 1.057
C 1.077 8.478 1.077
C -0.777 -0.846 2.151
C 0.841 4.457 -3.211
C 0.080 -2.541 -9.574
C -2.489 -6.540 5.074
C -4.971 -2.743 -3.581
C -0.890 1.987 4.646
C -1.883 6.739 -2.597
C -2.935 4.313 -5.299
C 1.650 -6.993 3.356
C -1.336 -5.778 3.148
C 5.129 -1.536 -6.592
C 2.755 -6.582 -0.659
C 2.356 6.469 3.928
C 2.481 -6.051 -2.073
C -4.544 -2.135 5.309
C 3.645 4.498 -1.799
C 2.849 5.509 -2.603
C -1.359 -2.962 -0.974
C -2.690 0.415 -2.764
C 5.180 1.776 3.336
C -2.667 0.518 -1.279
C 2.119 -3.022 -5.243
C -0.140 -5.982 2.185
H -3.031 -3.382 6.776
H -0.772 2.410 5.666
H -1.420 2.678 3.930
H -0.338 4.759 4.807
H 5.706 -1.588 -0.457
H 3.455 -1.854 -0.922
H 2.644 -0.894 -5.700
H -3.083 -2.396 -4.290
H -2.169 -5.612 5.658
H -4.727 5.261 -1.879
H 1.350 3.626 -0.565
H 0.139 -4.481 -6.300
H 1.396 -0.774 2.332
H -6.442 -0.687 2.813
H -1.551 1.075 4.609
H 3.371 -5.876 -2.687
H 2.512 6.418 1.722
H 2.223 -3.119 -4.144
H 2.398 -3.936 -5.776
H -0.938 -1.159 3.203
H -1.516 -1.292 1.505
H 1.420 0.853 -4.202
H -6.022 0.000 0.134
H -0.653 2.656 -6.824
H -0.563 4.331 1.708
H -4.578 6.417 1.882
H -4.396 -2.189 -5.592
H -5.990 -2.676 -3.932
H 5.725 -1.144 7.623
H -3.370 4.749 0.565
H 2.167 7.226 4.709
H -1.077 -3.343 -5.882
H 4.042 3.139 0.271
H -6.022 -2.379 0.562
H -2.232 -5.716 2.558
H -1.724 0.851 -0.834
H 5.252 -0.669 -1.860
H 6.299 -2.193 -1.994
H 4.587 4.223 -2.343
H -0.707 -2.598 7.407
H -0.546 -0.023 -9.235
H -1.066 3.781 0.123
H 0.345 1.469 2.955
H 1.883 -5.167 -1.957
H 3.113 6.540 -2.306
H -2.344 1.357 -3.169
H -1.515 0.655 -6.904
H 3.236 -7.569 -0.729
H 0.835 4.739 -4.298
H 3.030 1.846 3.075
H 3.987 -1.821 3.241
H -1.156 -4.797 3.554
H -3.852 -3.837 -5.076
H 1.377 3.486 -3.087
H -5.136 -3.221 2.744
H -1.728 -1.114 -8.348
H 4.938 -2.119 -7.503
H -2.851 3.674 -2.074
H 5.629 3.966 -0.069
H -5.775 -4.156 0.611
H 5.346 -1.742 6.009
H 0.087 8.972 1.158
H 5.489 2.839 3.366
H 0.211 1.600 -2.272
H 1.134 2.828 -6.459
H 4.576 4.519 1.232
H 1.885 9.248 0.897
H -3.637 -3.576 2.070
H 0.820 -2.769 -1.413
H 5.256 1.453 2.284
H -0.005 2.001 -5.315
H -2.222 3.912 -6.048
H -2.804 -1.622 7.354
H -0.134 4.291 -2.915
H -0.478 -0.759 -6.243
H -4.831 -3.172 5.138
H -7.868 -0.322 1.691
H -0.347 -4.280 -4.504
H 0.965 2.715 4.046
H 2.199 -7.468 2.520
H -1.010 6.043 -2.705
H -7.034 0.889 2.849
H -1.453 -3.824 -0.311
H 0.306 -2.003 -10.525
H 2.371 -6.612 4.102
H -1.453 7.556 -2.014
H -0.842 -1.356 6.099
H 0.919 -2.130 1.293
H 5.621 -0.035 6.246
H 3.701 -2.359 -2.523
H -1.030 -2.857 -9.654
H -2.275 7.028 -3.582
H 3.242 7.805 2.558
H 3.322 6.014 3.978
H 0.379 -0.493 -4.128
H -3.108 5.363 -5.489
H -2.532 -7.444 5.682
H -4.130 6.008 -3.519
H -5.232 5.077 2.992
H -1.539 -2.050 -0.397
H 3.226 -1.561 7.417
H -0.011 5.266 0.305
H -0.180 -3.868 -2.524
H 3.000 5.446 -3.661
H 1.055 -2.347 4.703
H -4.884 -1.493 4.518
H -4.219 -1.906 2.020
H 3.695 -4.918 2.963
H -4.217 3.400 -2.990
H 6.169 -1.673 -6.309
H -3.138 4.119 2.060
H 1.245 -3.061 6.345
H -0.253 -5.299 1.326
H -3.393 -6.243 4.482
H -0.109 -6.994 1.785
H -5.905 5.370 1.315
H 0.782 -3.367 -9.466
H 1.847 -6.759 -0.195
H 2.430 -3.709 2.682
H 0.055 -0.146 -1.737
H 4.879 -0.507 -6.719
H 3.825 -2.747 4.739
H -1.882 -0.270 -3.055
H 1.884 -6.792 -2.551
H -6.373 1.612 0.829
H -0.279 -2.154 -2.682
H 0.456 5.996 5.811
H 3.621 0.096 7.679
H -4.757 -1.817 -2.996
H 5.925 1.130 3.834
H -5.029 -1.814 6.260
H 1.891 3.572 1.034
H 3.075 3.486 -1.809
H 5.264 -2.884 3.592
H -2.964 -0.434 -0.884
H -3.668 0.048 -3.092
H 2.664 -2.052 -7.011
H 1.103 7.730 0.262
H -1.018 0.210 2.111
H 0.964 -7.667 3.873
H 1.987 -0.624 -3.411
H -3.869 3.772 -5.437
H 3.608 0.464 3.813
H -0.292 6.487 4.333
H 1.108 -4.072 4.897
*
```

## Properties
M: 1541.63 g mol⁻¹
Structure (SMILES): CCOP(=O)(OCC)OCC.CCOP(=O)(OCC)OCC.CCOP(=O)(OCC)OCC.CCOP(=O)(OCC)OCC.CCOP(=O)(OCC)OCC.COCCOC.COCCOC.COCCOC.COCCOC.COCCOC.COCCOC.COCCOC
HOMO-LUMO gap: 9.7 eV
LUMO energy: 0.39 eV
HOMO: -9.3 eV



DFT (ωB97M-V/def2-TZVPD) results for a 11-piece molecular cluster, C58H147N9O20 overall.

ORCA input file:
```
! RIJCOSX wB97M-V def2-TZVPD def2/J DEFGRID3
* xyz 0 1
O 2.026 4.768 -4.301
O 3.281 -0.167 -3.143
O -1.750 -4.192 0.189
O -2.021 7.733 -1.457
O -3.236 -0.638 4.654
O 0.229 -4.748 4.647
O -5.422 -0.815 -0.501
O -1.067 4.474 1.605
O -1.002 0.116 -2.992
O 3.830 4.123 3.734
O 3.621 -2.370 -6.652
O 5.069 -4.117 -2.064
O -2.191 1.721 0.842
O -1.975 4.631 -2.168
O 2.223 -2.694 1.572
O 1.229 0.867 5.074
O 2.859 3.569 -0.815
O -10.475 -4.793 -0.731
O 9.519 -1.923 -4.130
O -6.210 -3.011 9.479
N 6.756 0.573 -4.059
N 4.971 -2.198 0.085
N 0.210 6.032 -0.573
N 3.527 1.163 3.434
N -5.538 -2.226 6.870
N -7.305 -3.101 -0.241
N 0.612 -1.737 -4.620
N -0.741 4.366 -4.798
N -2.152 -4.215 3.229
C -3.143 -4.210 2.181
C 0.482 0.343 6.116
C -7.178 -3.683 10.245
C 8.960 -0.619 -3.948
C -3.000 4.240 -1.244
C 4.027 3.465 2.488
C 0.038 4.050 2.390
C -2.602 5.062 -3.346
C 0.019 7.441 -0.248
C -5.324 -1.886 0.421
C 1.432 5.523 -5.359
C 1.604 4.179 -1.131
C -5.769 -1.296 7.946
C 5.060 4.287 4.405
C -1.599 -4.462 -1.189
C -0.776 -1.502 -4.777
C 4.459 -1.575 1.308
C -4.522 -0.986 5.070
C 5.477 -4.464 -3.380
C 2.207 0.800 2.925
C 1.459 0.004 3.973
C -4.320 -1.995 6.153
C 3.512 -2.480 2.152
C -0.653 -0.050 0.481
C -4.129 -0.323 -0.800
C -3.206 0.207 3.507
C -8.657 -3.442 0.055
C -2.734 -4.950 0.871
C 4.400 1.994 2.628
C 5.595 -3.517 0.188
C -10.873 -5.892 -1.451
C -3.350 8.223 -1.478
C -1.449 7.711 -0.112
C -1.077 1.363 0.071
C 3.104 5.492 -3.796
C -1.013 -3.327 3.029
C -1.521 5.530 -4.292
C -1.446 -1.102 -3.475
C 10.807 -1.987 -3.610
C 2.756 -2.538 -5.557
C -6.805 -1.912 8.822
C 1.568 5.578 -0.615
C 1.298 -2.120 -5.820
C 0.202 4.763 -5.828
C -0.488 3.331 3.605
C -0.022 -3.376 4.213
C 4.700 -0.321 -3.038
C 2.673 -0.963 -2.142
C 7.449 -0.733 -4.170
C 5.302 0.467 -4.199
C -1.609 1.203 -3.685
C 3.309 -3.299 -7.693
C 0.728 -5.472 3.522
C 2.903 2.294 -1.521
C -9.158 -4.423 -0.994
C 2.090 -3.567 0.486
C 6.182 -3.911 -1.176
C -6.728 -2.363 0.840
H 2.032 5.631 0.367
H 2.103 -0.854 4.253
H 2.778 -4.430 0.496
H -6.578 -4.409 10.795
H -0.525 -0.058 5.839
H 2.821 -3.538 -5.133
H 6.424 -3.393 0.917
H 5.650 3.394 4.659
H 2.899 -2.039 -2.229
H 3.333 -1.865 3.065
H -2.551 4.191 -0.251
H 5.256 -1.235 1.988
H -2.480 -4.069 4.186
H -5.463 -3.163 7.204
H -7.213 -2.654 -1.161
H 1.220 6.519 -5.033
H -0.463 0.036 1.563
H -0.034 -5.712 2.785
H -7.729 -3.031 10.922
H -1.008 -0.737 -5.535
H 5.739 4.936 3.838
H 4.535 -4.502 -3.940
H -2.579 -1.177 -3.606
H 6.016 -5.423 -3.363
H 0.478 -0.288 3.612
H -4.070 -4.673 2.511
H 2.335 -3.103 -8.172
H 1.526 1.637 2.602
H -0.903 6.291 -3.775
H 9.145 -0.268 -2.910
H 3.997 -3.439 2.308
H -3.553 9.141 -0.859
H 11.575 -1.395 -4.141
H 0.686 3.377 1.808
H 10.857 -1.639 -2.556
H 0.882 -3.013 3.759
H 4.884 -1.401 -3.088
H -8.478 -5.286 -1.005
H 6.770 -3.024 -1.540
H 1.304 -1.368 -6.617
H 0.668 4.865 2.675
H -4.018 7.471 -1.123
H -9.058 -3.887 -1.919
H 1.445 4.152 -2.222
H -1.451 2.079 -3.047
H 9.487 0.097 -4.598
H 0.378 8.142 -0.998
H -5.030 -0.067 5.419
H -2.041 6.111 -5.090
H -0.927 2.359 3.378
H 4.766 4.052 1.958
H -3.506 -1.649 6.821
H 5.105 0.010 -2.072
H -11.898 -6.201 -1.142
H 0.467 7.634 0.735
H -0.259 5.844 -1.472
H 4.865 4.744 5.399
H -3.452 -3.195 1.894
H 2.119 5.597 -6.193
H 2.367 -3.025 -0.442
H -0.705 -3.914 -1.533
H 0.534 3.877 -6.344
H 3.877 -0.673 1.166
H 3.378 -4.311 -7.365
H 1.073 -0.917 -4.207
H -2.495 -4.188 -1.717
H -3.586 0.073 0.063
H 3.901 5.583 -4.578
H -0.270 5.362 -6.625
H -3.987 -2.909 5.688
H -2.313 -5.935 1.102
H -7.155 -1.174 9.516
H -3.206 4.226 -3.753
H -2.678 1.080 -3.824
H 0.268 1.147 6.842
H 0.982 -0.479 6.636
H 6.965 -1.294 -3.369
H 6.851 -4.767 -1.068
H -1.515 -0.736 0.340
H -0.314 3.838 -4.068
H 4.199 -2.252 -0.575
H -3.414 -1.063 -1.201
H 3.556 4.936 -2.975
H 4.972 -4.323 0.546
H -9.377 -2.593 0.202
H 7.205 1.284 -4.602
H -1.117 -1.754 -2.641
H -7.881 -4.154 9.564
H -2.141 0.378 3.324
H -4.858 -1.039 8.509
H 2.909 -0.613 -1.141
H 5.408 1.912 3.056
H -1.636 8.699 0.342
H 1.020 -6.492 3.816
H 3.447 1.532 4.380
H 0.208 -0.405 -0.100
H -3.699 1.145 3.708
H -6.688 -2.997 1.753
H -6.198 -0.343 7.606
H 0.302 3.108 4.314
H -10.123 -6.706 -1.366
H 4.029 -3.125 -8.501
H 7.294 -1.229 -5.105
H -4.825 -1.593 1.371
H -3.296 3.181 -1.427
H -3.592 8.388 -2.548
H 2.386 0.113 2.113
H -3.592 -0.273 2.616
H 3.784 1.772 -1.234
H 1.058 -3.904 0.470
H -0.227 -2.816 5.134
H -1.900 6.915 0.438
H -1.213 -2.272 2.791
H 2.130 6.261 -1.284
H 4.944 1.493 -4.172
H 2.774 6.481 -3.494
H -5.091 -1.433 4.240
H -8.635 -3.906 1.076
H -7.369 -1.539 1.126
H -0.389 -3.649 2.159
H 11.082 -3.047 -3.630
H -4.287 0.478 -1.539
H -1.303 1.370 -0.997
H -4.687 -2.714 0.013
H -1.479 -5.545 -1.440
H 1.605 -0.791 -2.288
H 2.950 2.470 -2.608
H 3.030 -1.842 -4.768
H 6.143 -3.694 -3.781
H -7.646 -2.220 8.198
H 3.079 3.600 1.960
H -2.061 2.657 1.085
H 2.037 1.666 -1.262
H -1.218 1.355 -4.701
H 0.789 -2.995 -6.264
H 4.915 0.094 -5.146
H 4.460 1.661 1.580
H -3.586 -5.050 0.143
H -3.878 4.892 -1.199
H -0.226 2.024 0.208
H 0.796 3.620 -0.706
H -0.726 4.992 0.802
H -10.917 -5.696 -2.528
H -1.151 4.014 4.167
H -3.229 5.947 -3.141
H -1.231 -2.439 -5.118
H 1.590 -4.920 3.052
*
```

## Properties
M: 1290.86 g mol⁻¹
Structure (SMILES): COCCNCCOC.COCCNCCOC.COCCNCCOC.COCCNCCOC.COCCNCCOC.COCCNCCOC.COCCNCCOC.COCCNCCOC.COCCNCCOC.CCO.CCO
HOMO-LUMO gap: 9.0 eV
LUMO energy: 0.68 eV
HOMO: -8.4 eV
Energy above the lowest of the compared OMol25 structures with the same formula, charge and spin: 0.00 kJ/mol